# 1
A gas-phase ion, C4H8BrN2 (charge +1). Source: the OMol25 dataset; level of theory: ωB97M-V/def2-TZVPD.

Element x y z (Å)
1 C 1.860 0.530 0.007
2 C 0.328 0.490 0.337
3 C -0.963 1.073 -0.461
4 C -1.551 -1.158 0.366
5 N 2.728 -0.347 0.223
6 N -0.626 -0.334 -0.446
7 Br 4.567 -0.134 -0.098
8 H 1.971 1.581 -0.374
9 H 0.202 0.408 1.372
10 H -1.726 1.299 0.266
11 H -0.934 1.754 -1.428
12 H -1.019 -2.089 0.630
13 H -2.050 -0.711 1.311
14 H -2.386 -1.616 -0.323
15 H -0.401 -0.748 -1.383

Summary:
- LUMO: -3.633 eV
- Charge: +1
- HOMO-LUMO gap: 9.74 eV
- Relative energy (zero: lowest compared OMol25 entry of this formula, charge and spin): 4.851 eV
- DFT total energy: -2840.3418 a.u.
- Highest occupied orbital energy: -13.37 eV
- SMILES string: C[N@H+]1C[C@@H]1/C=N/Br


# 2
2 unconnected molecules or ions with the total composition C5H10NO. Source: the OMol25 dataset; level of theory: ωB97M-V/def2-TZVPD.

Element x y z (Å)
1 C -0.850 -0.387 3.152
2 C 1.665 -0.112 -0.115
3 C 0.009 1.463 -0.578
4 C -0.880 -0.950 -0.708
5 C 0.211 -0.028 -0.426
6 N -0.602 -0.360 2.027
7 O -2.014 -0.131 -0.932
8 H -1.025 -0.481 4.181
9 H 2.216 0.415 -0.766
10 H 2.008 -1.201 0.007
11 H 1.841 0.219 0.978
12 H 0.682 2.097 -0.065
13 H -0.944 1.836 -0.243
14 H -0.013 1.588 -1.684
15 H -0.862 -1.507 0.183
16 H -0.604 -1.531 -1.638
17 H -2.742 -0.659 -0.553

Summary:
- LUMO: -5.594 eV
- Charge: +1
- HOMO-LUMO gap: 9.91 eV
- Relative energy (zero: lowest compared OMol25 entry of this formula, charge and spin): 3.929 eV
- DFT total energy: -326.1374 a.u.
- Highest occupied orbital energy: -15.50 eV


# 3
9 unconnected molecules or ions with the total composition C32H80N2O9. Source: the OMol25 dataset; level of theory: ωB97M-V/def2-TZVPD.

Element x y z (Å)
1 C 4.846 -0.011 0.698
2 C 4.462 -0.652 -0.634
3 C 5.600 -0.423 -1.616
4 C 5.510 -1.268 -2.851
5 C 5.214 -2.742 -2.560
6 C 4.146 -3.013 -1.502
7 N 4.283 -2.062 -0.421
8 O 3.354 -2.283 0.627
9 C 2.750 -3.019 -2.170
10 C 4.369 -4.410 -0.927
11 C 3.175 0.000 -1.143
12 H 5.621 -0.583 1.215
13 H 3.994 0.004 1.380
14 H 5.170 1.020 0.557
15 H 5.649 0.644 -1.813
16 H 6.473 -0.778 -1.053
17 H 6.441 -1.257 -3.428
18 H 4.796 -0.867 -3.585
19 H 6.147 -3.179 -2.182
20 H 4.938 -3.179 -3.519
21 H 2.618 -2.236 -2.921
22 H 2.531 -3.989 -2.621
23 H 1.973 -2.807 -1.428
24 H 3.572 -4.620 -0.218
25 H 4.383 -5.151 -1.724
26 H 5.350 -4.433 -0.446
27 H 2.951 -0.236 -2.184
28 H 3.264 1.090 -1.069
29 H 2.298 -0.267 -0.551
30 H 3.761 -2.970 1.167
31 C -1.388 -2.396 -0.758
32 C -1.699 -3.190 -2.028
33 C -3.201 -3.452 -1.971
34 C -3.810 -3.984 -3.267
35 C -3.504 -2.948 -4.354
36 C -2.030 -2.594 -4.474
37 N -1.448 -2.318 -3.183
38 O -0.080 -1.941 -3.298
39 C -1.337 -3.753 -5.244
40 C -1.928 -1.356 -5.377
41 C -0.929 -4.523 -2.083
42 H -0.379 -2.556 -0.367
43 H -2.045 -2.720 0.057
44 H -1.550 -1.335 -0.926
45 H -3.344 -4.174 -1.159
46 H -3.742 -2.546 -1.681
47 H -4.884 -4.112 -3.125
48 H -3.422 -4.979 -3.515
49 H -4.063 -2.068 -3.998
50 H -3.881 -3.167 -5.352
51 H -1.279 -3.533 -6.311
52 H -0.297 -3.919 -4.944
53 H -1.875 -4.692 -5.110
54 H -0.922 -1.268 -5.787
55 H -2.696 -1.370 -6.148
56 H -2.088 -0.434 -4.806
57 H -1.164 -5.051 -3.005
58 H -1.226 -5.155 -1.248
59 H 0.148 -4.348 -2.082
60 H 0.385 -2.729 -3.642
61 C -0.575 0.900 1.076
62 C -1.572 1.273 2.133
63 O -1.556 2.662 2.381
64 H -0.903 1.501 0.215
65 H -0.594 -0.125 0.707
66 H 0.471 1.149 1.256
67 H -1.360 0.742 3.073
68 H -2.560 0.943 1.782
69 H -1.791 2.838 3.309
70 C -3.660 -2.209 2.864
71 C -4.775 -1.977 1.873
72 O -5.970 -2.492 2.437
73 H -4.054 -1.810 3.813
74 H -2.716 -1.715 2.668
75 H -3.559 -3.272 3.084
76 H -4.496 -2.547 0.967
77 H -4.875 -0.934 1.559
78 H -6.631 -2.510 1.738
79 C -2.108 2.872 -3.215
80 C -3.127 2.360 -2.188
81 O -3.281 3.235 -1.074
82 H -1.974 2.113 -3.984
83 H -1.163 3.118 -2.724
84 H -2.460 3.827 -3.623
85 H -2.801 1.405 -1.771
86 H -4.082 2.175 -2.700
87 H -3.517 4.102 -1.422
88 C 0.329 7.149 2.229
89 C -0.833 6.188 2.402
90 O -1.774 6.861 3.227
91 H 0.113 7.856 1.430
92 H 1.249 6.600 2.040
93 H 0.455 7.696 3.163
94 H -0.443 5.284 2.874
95 H -1.245 5.979 1.413
96 H -2.611 6.389 3.187
97 C -1.424 2.576 6.774
98 C -1.961 3.880 6.217
99 O -2.375 3.629 4.840
100 H -2.213 1.851 6.961
101 H -0.888 2.765 7.708
102 H -0.715 2.163 6.056
103 H -1.138 4.602 6.169
104 H -2.797 4.295 6.778
105 H -3.075 4.217 4.549
106 C 1.916 -0.453 3.807
107 C 1.259 0.655 4.605
108 O 1.768 0.676 5.934
109 H 1.549 -1.396 4.219
110 H 3.003 -0.435 3.909
111 H 1.679 -0.342 2.753
112 H 0.177 0.473 4.634
113 H 1.440 1.584 4.042
114 H 1.434 1.469 6.365
115 C 0.846 4.015 -0.258
116 C 1.655 3.760 0.991
117 O 2.729 4.654 1.174
118 H 0.130 3.204 -0.380
119 H 1.487 3.916 -1.141
120 H 0.329 4.970 -0.212
121 H 2.023 2.738 1.016
122 H 0.955 3.807 1.837
123 H 2.693 5.392 0.564

Summary:
- LUMO: 0.463 eV
- HOMO-LUMO gap: 8.61 eV
- Relative energy (zero: lowest compared OMol25 entry of this formula, charge and spin): 1.505 eV
- DFT total energy: -2053.7310 a.u.
- Highest occupied orbital energy: -8.14 eV
- SMILES string: CC1(C)CCCC(C)(C)N1O.CC1(C)CCCC(C)(C)N1O.CCO.CCO.CCO.CCO.CCO.CCO.CCO


# 4
C12H14N2O4S2 in the gas phase. Source: the OMol25 dataset; level of theory: ωB97M-V/def2-TZVPD.

Element x y z (Å)
1 N 4.461 2.721 0.154
2 C 3.898 1.780 -0.639
3 O 3.989 1.797 -1.847
4 C 3.146 0.719 0.066
5 C 2.566 -0.366 -0.533
6 C 1.903 -1.200 0.384
7 C 1.984 -0.759 1.667
8 S 2.871 0.697 1.782
9 H 1.574 -1.223 2.541
10 S 1.002 -2.679 -0.036
11 O 1.353 -3.688 0.920
12 O 1.164 -2.943 -1.434
13 N -0.568 -2.217 0.318
14 H -0.998 -2.936 0.880
15 C -1.387 -1.785 -0.802
16 C -0.914 -0.425 -1.309
17 H -1.532 -0.139 -2.162
18 H 0.116 -0.519 -1.652
19 C -1.004 0.663 -0.230
20 C -2.417 0.939 0.154
21 C -3.152 0.551 1.235
22 C -4.453 1.079 1.044
23 C -4.412 1.744 -0.140
24 O -3.186 1.664 -0.686
25 H -5.155 2.296 -0.682
26 H -5.295 0.975 1.697
27 H -2.808 -0.033 2.064
28 H -0.550 1.578 -0.617
29 H -0.458 0.341 0.656
30 H -2.420 -1.715 -0.455
31 H -1.328 -2.510 -1.623
32 H 2.627 -0.560 -1.588
33 H 4.397 2.695 1.156
34 H 4.988 3.457 -0.284

Summary:
- LUMO: -0.096 eV
- HOMO-LUMO gap: 8.53 eV
- Relative energy (zero: lowest compared OMol25 entry of this formula, charge and spin): 0.000 eV
- DFT total energy: -1672.5097 a.u.
- Highest occupied orbital energy: -8.63 eV
- SMILES string: NC(=O)c1cc(S(=O)(=O)NCCCc2ccco2)cs1


# 5
A molecular structure, C3HFLiO2. Source: the OMol25 dataset; level of theory: ωB97M-V/def2-TZVPD.

Element x y z (Å)
1 C -0.769 0.294 -0.153
2 C -0.597 -1.029 -0.132
3 O 0.743 -1.274 0.079
4 C 1.433 -0.046 0.263
5 O 0.353 0.973 0.059
6 F -1.895 0.990 -0.118
7 H -1.307 -1.848 -0.107
8 Li 3.010 0.481 -0.242

Summary:
- LUMO (spin up / spin down): -0.613 / -0.769 eV
- Multiplicity: 2
- HOMO-LUMO gap (spin up / spin down): 4.75 / 7.45 eV
- Relative energy (zero: lowest compared OMol25 entry of this formula, charge and spin): 0.791 eV
- DFT total energy: -372.6553 a.u.
- Highest occupied orbital energy (spin up / spin down): -5.37 / -8.22 eV


# 6
A molecular structure, C47H118MnN4O15. Source: the OMol25 dataset; level of theory: ωB97M-V/def2-TZVPD.

Element x y z (Å)
1 Mn -2.890 3.224 0.524
2 C -2.468 5.097 2.613
3 O -1.837 3.951 2.162
4 H -2.764 5.738 1.760
5 H -3.433 4.998 3.202
6 H -1.786 5.687 3.224
7 C -1.062 1.046 0.525
8 O -1.902 1.782 -0.340
9 H -0.252 0.715 -0.181
10 H -0.601 1.662 1.285
11 H -1.453 0.170 0.941
12 C -0.682 3.096 5.501
13 O -0.561 2.582 4.199
14 H 0.274 3.573 5.803
15 H -1.606 3.768 5.508
16 H -0.840 2.340 6.290
17 H -0.926 3.199 3.544
18 C -0.908 4.598 -1.395
19 O -1.713 4.944 -0.326
20 H -1.098 5.398 -2.107
21 H 0.127 4.578 -1.105
22 H -1.091 3.640 -1.832
23 H -1.156 5.016 0.497
24 C -4.638 5.951 -0.497
25 O -4.547 4.492 -0.416
26 H -5.620 6.214 -0.887
27 H -4.503 6.380 0.505
28 H -3.941 6.362 -1.182
29 H -4.433 4.218 -1.384
30 C -5.357 1.916 4.825
31 O -4.466 1.329 3.824
32 H -6.301 1.302 4.884
33 H -4.918 1.852 5.810
34 H -5.618 2.940 4.544
35 H -3.911 0.555 4.047
36 C -2.088 -1.245 6.183
37 O -2.624 -0.122 5.466
38 H -2.974 -1.944 6.271
39 H -1.321 -1.785 5.561
40 H -1.741 -0.926 7.151
41 H -2.035 0.123 4.778
42 C 0.395 -1.661 2.355
43 O 0.922 -1.613 3.672
44 H 0.689 -2.588 1.936
45 H -0.724 -1.715 2.299
46 H 0.749 -0.859 1.729
47 H 1.420 -0.793 3.815
48 C -6.086 2.063 0.700
49 O -4.745 1.941 1.228
50 H -6.674 1.142 0.884
51 H -6.673 2.935 1.074
52 H -5.995 2.118 -0.374
53 H -4.768 1.842 2.197
54 C -4.158 4.141 -4.091
55 O -4.062 3.637 -2.835
56 H -4.699 3.430 -4.784
57 H -4.652 5.119 -4.108
58 H -3.192 4.353 -4.556
59 H -3.784 2.677 -2.888
60 C -3.444 0.125 -2.852
61 O -2.874 1.443 -2.650
62 H -4.005 0.336 -3.758
63 H -2.599 -0.610 -2.923
64 H -4.133 -0.084 -2.080
65 H -2.500 1.454 -1.704
66 C -6.015 -3.936 -1.150
67 C -4.929 -4.695 -0.316
68 C -3.701 -4.901 -1.115
69 C -2.937 -3.574 -1.310
70 C -2.608 -2.932 0.002
71 C -3.798 -2.761 0.990
72 N -4.622 -3.967 0.938
73 O -5.802 -3.749 1.619
74 C -3.268 -2.785 2.421
75 C -4.586 -1.420 0.889
76 C -5.469 -6.088 0.044
77 H -5.735 -2.915 -1.436
78 H -6.978 -4.052 -0.695
79 H -6.052 -4.475 -2.115
80 H -3.017 -5.532 -0.504
81 H -3.921 -5.408 -2.020
82 H -3.490 -2.754 -1.843
83 H -2.025 -3.746 -1.928
84 H -2.148 -1.910 -0.024
85 H -1.918 -3.593 0.515
86 H -4.019 -2.985 3.207
87 H -2.520 -3.596 2.477
88 H -2.788 -1.850 2.692
89 H -5.045 -1.231 -0.081
90 H -5.230 -1.365 1.735
91 H -3.880 -0.565 1.040
92 H -5.579 -6.732 -0.861
93 H -6.461 -5.950 0.477
94 H -4.782 -6.623 0.705
95 H -6.208 -2.970 1.183
96 C 7.765 -3.121 -4.214
97 C 6.986 -2.123 -3.375
98 C 5.832 -1.586 -4.257
99 C 4.728 -0.856 -3.468
100 C 4.166 -1.730 -2.301
101 C 5.305 -2.111 -1.317
102 N 6.309 -2.751 -2.211
103 O 7.300 -3.197 -1.324
104 C 5.783 -0.929 -0.449
105 C 4.723 -3.203 -0.442
106 C 7.950 -0.962 -3.022
107 H 8.667 -3.429 -3.735
108 H 8.157 -2.554 -5.076
109 H 7.145 -3.980 -4.456
110 H 6.318 -0.952 -4.998
111 H 5.408 -2.474 -4.796
112 H 3.922 -0.492 -4.117
113 H 5.099 0.088 -3.013
114 H 3.651 -2.691 -2.526
115 H 3.529 -1.056 -1.776
116 H 6.104 0.010 -0.942
117 H 4.973 -0.684 0.277
118 H 6.623 -1.349 0.126
119 H 3.736 -2.941 -0.102
120 H 4.675 -4.170 -0.994
121 H 5.273 -3.460 0.463
122 H 8.505 -1.166 -2.094
123 H 7.382 0.025 -2.854
124 H 8.602 -0.740 -3.797
125 H 7.060 -4.102 -1.148
126 C -0.865 -0.006 -5.417
127 C 0.590 -0.099 -4.988
128 C 0.610 -0.191 -3.383
129 C 0.099 -1.531 -2.925
130 C 0.938 -2.655 -3.550
131 C 0.920 -2.614 -5.105
132 N 1.397 -1.257 -5.497
133 O 1.516 -1.154 -6.940
134 C 1.912 -3.629 -5.694
135 C -0.464 -3.059 -5.652
136 C 1.400 1.121 -5.391
137 H -0.975 1.083 -5.587
138 H -1.582 -0.464 -4.712
139 H -1.098 -0.433 -6.387
140 H 1.603 -0.007 -2.935
141 H 0.005 0.667 -3.036
142 H -0.955 -1.720 -3.035
143 H 0.208 -1.645 -1.859
144 H 0.574 -3.598 -3.152
145 H 1.940 -2.597 -3.130
146 H 1.652 -4.628 -5.382
147 H 1.820 -3.477 -6.779
148 H 2.898 -3.402 -5.424
149 H -0.486 -4.085 -5.826
150 H -1.226 -2.713 -5.003
151 H -0.619 -2.575 -6.604
152 H 2.372 1.008 -4.927
153 H 0.890 1.993 -5.027
154 H 1.484 1.180 -6.493
155 H 2.459 -0.953 -7.137
156 C 3.843 0.383 5.808
157 C 3.391 1.862 5.638
158 C 4.619 2.801 5.766
159 C 5.437 2.873 4.488
160 C 4.504 3.253 3.296
161 C 3.365 2.317 3.106
162 N 2.644 2.226 4.377
163 O 1.730 1.148 4.217
164 C 2.437 3.110 2.169
165 C 3.775 0.952 2.459
166 C 2.348 2.078 6.789
167 H 4.458 0.375 6.668
168 H 4.342 -0.088 4.925
169 H 2.971 -0.310 5.799
170 H 4.208 3.751 6.185
171 H 5.334 2.468 6.548
172 H 5.818 1.832 4.412
173 H 6.220 3.639 4.564
174 H 5.050 3.319 2.339
175 H 4.098 4.212 3.461
176 H 1.471 2.590 2.089
177 H 2.169 4.031 2.670
178 H 2.904 3.354 1.233
179 H 4.153 1.152 1.456
180 H 4.549 0.443 3.038
181 H 2.929 0.225 2.273
182 H 2.789 1.629 7.692
183 H 1.460 1.500 6.571
184 H 2.194 3.104 7.052
185 H 0.895 1.709 4.234

Summary:
- LUMO (spin up / spin down): 0.428 / 0.426 eV
- Multiplicity: 6
- HOMO-LUMO gap (spin up / spin down): 8.79 / 8.79 eV
- DFT total energy: -4359.8443 a.u.
- Highest occupied orbital energy (spin up / spin down): -8.36 / -8.36 eV